The following is a quantum chemistry calculation of a single C3H9NS molecule at a distorted geometry, from OMol25.

```
14
Properties=species:S:1:pos:R:3:forces:R:3
S 1.80602 -0.40115 1.27995 0.70 0.40 0.24
N 0.37251 -0.80098 -1.50643 -0.86 -0.11 -0.04
C 0.30307 0.59573 1.37129 -1.08 0.16 0.34
C -0.56838 0.23852 -1.04889 0.53 -0.13 0.92
C -0.84949 0.12459 0.47107 0.90 -1.30 -0.45
H 1.25887 -1.52350 0.83766 -0.30 -0.32 -0.01
H 1.28820 -0.69261 -1.09646 0.03 0.19 -0.33
H 0.41350 -0.88215 -2.51708 0.10 0.19 0.27
H -0.03875 0.60681 2.42072 0.12 -0.05 -0.41
H 0.52795 1.63821 1.11768 0.30 -0.23 -0.01
H -1.52460 0.12921 -1.56080 0.17 0.04 -0.22
H -0.16358 1.24712 -1.19446 -0.23 0.13 -0.35
H -1.73617 0.65429 0.74067 -0.61 0.72 0.06
H -1.08914 -0.93409 0.68508 0.22 0.30 -0.02
```
Forces are in eV/Å.

## Properties
highest occupied orbital energy	-9.01	eV
energy	-15582.040	eV
net charge	0
orbital gap	10.1	eV
energy above the lowest of the compared OMol25 structures with the same formula, charge and spin	6.70	kcal/mol